18
Properties=species:S:1:pos:R:3 method="wB97M-V/def2-TZVPD" homo_energy_ev=-10.4 orbital_gap_ha=0.3993 lumo_ev=0.5 multiplicity=1 relative_energy_kcal_mol=16.9 smiles="NC=O.O.O.O.O"
N 0.951 -1.778 0.146
C 1.841 -0.738 -0.047
O 2.324 -0.425 -1.133
H 0.507 -1.878 1.023
H 0.513 -2.265 -0.589
H 2.088 -0.152 0.899
O 0.122 -0.855 2.620
H -0.216 -1.513 3.232
H -0.592 -0.378 2.231
O -1.682 0.641 0.808
H -1.038 1.469 0.683
H -1.585 0.288 -0.012
O -0.661 2.673 -0.988
H -1.594 2.825 -0.831
H -0.810 1.810 -1.384
O -0.343 0.167 -1.926
H 0.567 -0.145 -1.832
H -0.390 0.255 -2.900

---

23
Properties=species:S:1:pos:R:3 method="wB97M-V/def2-TZVPD" homo_energy_ev=-9.1 orbital_gap_ha=0.3718 lumo_ev=1.0 multiplicity=1 relative_energy_kcal_mol=42.6 smiles=Cc1ccccc1.CC
C 1.309 -2.341 -1.039
C 0.600 -1.574 0.029
C -0.751 -1.864 0.335
C -1.400 -1.367 1.455
C -0.737 -0.447 2.240
C 0.499 -0.041 1.866
C 1.169 -0.545 0.731
H 0.802 -3.124 -1.665
H 2.251 -2.885 -0.672
H 1.618 -1.531 -1.740
H -1.293 -2.652 -0.280
H -2.568 -1.600 1.678
H -1.208 0.141 2.989
H 0.853 0.836 2.338
H 2.003 -0.146 0.467
C -0.731 1.908 -1.715
C -0.068 2.849 -0.539
H -0.606 2.632 -2.537
H -0.217 0.861 -1.849
H -1.771 1.699 -1.406
H -0.808 3.614 -0.148
H 0.197 2.192 0.237
H 0.856 3.386 -0.777

---

132
Properties=species:S:1:pos:R:3 method="wB97M-V/def2-TZVPD" total_charge=-2 homo_energy_ev=-4.6 orbital_gap_ha=0.2665 lumo_ev=2.6 multiplicity=1
Li -2.694 1.618 -0.818
Li -0.810 3.235 -1.000
N -4.316 0.656 -0.428
S -4.141 -1.023 0.134
O -5.180 -1.790 -0.475
O -3.518 -1.342 1.425
F -2.869 -1.233 -0.839
S -5.327 0.943 0.768
O -4.754 1.141 2.104
O -6.666 0.465 0.661
F -5.576 2.458 0.249
N -2.686 3.429 -1.581
S -3.612 4.768 -1.030
O -5.103 4.712 -1.173
O -2.955 6.060 -1.002
F -3.432 4.377 0.501
S -3.437 3.355 -2.885
O -3.696 4.478 -3.848
O -4.502 2.297 -2.949
F -2.220 2.532 -3.594
N -0.225 -1.510 6.174
S -0.637 -1.875 4.470
O -1.910 -2.579 4.222
O 0.482 -2.081 3.528
F -1.043 -0.309 4.294
S -0.120 -3.033 6.392
O 0.818 -3.884 5.634
O -1.291 -3.718 6.933
F 0.679 -2.775 7.720
N -0.795 1.450 -0.431
S 0.305 0.421 -1.306
O 0.191 -1.023 -1.253
O 1.622 0.984 -1.463
F -0.333 0.783 -2.720
S -0.318 0.797 0.946
O 1.025 1.018 1.382
O -0.907 -0.488 1.351
F -1.171 1.790 1.891
C 2.373 -2.536 0.220
C 2.675 -3.059 1.575
O 3.895 -3.730 1.319
C 4.186 -3.833 -0.021
O 5.149 -4.426 -0.507
O 3.374 -3.022 -0.697
H 2.420 -1.448 0.187
H 1.346 -2.826 -0.002
H 1.995 -3.732 2.097
H 2.919 -2.134 2.098
C 0.159 0.586 -6.917
O 0.067 -0.147 -5.689
C 1.192 -0.649 -5.178
O 2.363 -0.235 -5.372
O 0.778 -1.820 -4.557
C 1.626 -2.582 -3.661
H 0.799 1.459 -6.782
H -0.849 0.924 -7.159
H 0.613 0.037 -7.742
H 1.915 -1.821 -2.936
H 2.445 -3.016 -4.234
H 1.037 -3.361 -3.179
C -1.616 -3.853 0.796
O -0.634 -4.867 0.525
C -0.373 -5.267 -0.702
O -1.131 -5.200 -1.650
O 0.790 -5.807 -0.676
C 1.404 -6.377 -1.845
H -2.662 -3.910 0.498
H -1.304 -2.835 0.563
H -1.601 -3.877 1.886
H 2.469 -6.567 -1.717
H 1.317 -5.592 -2.595
H 0.974 -7.290 -2.258
C 6.011 -1.467 1.093
O 4.954 -0.644 0.623
C 5.180 0.574 0.159
O 6.308 0.960 -0.136
O 4.016 1.247 0.080
C 3.956 2.483 -0.534
H 6.779 -0.877 1.593
H 6.512 -2.070 0.336
H 5.629 -2.005 1.960
H 4.616 3.181 -0.018
H 2.934 2.857 -0.588
H 4.210 2.371 -1.588
C -3.078 2.846 4.392
O -3.033 3.083 5.753
C -2.869 2.030 6.574
O -2.703 0.868 6.197
O -2.988 2.331 7.847
C -2.958 3.642 8.370
H -2.641 3.665 3.819
H -4.038 2.582 3.950
H -2.439 2.058 3.994
H -2.749 3.605 9.439
H -3.920 4.076 8.099
H -2.079 4.188 8.027
C -1.983 -2.691 -3.513
O -2.468 -1.987 -4.648
C -3.229 -0.913 -4.545
O -3.558 -0.349 -3.490
O -3.543 -0.491 -5.811
C -4.099 0.766 -6.061
H -2.769 -3.320 -3.095
H -1.642 -1.981 -2.759
H -1.121 -3.262 -3.858
H -4.300 0.917 -7.121
H -3.346 1.531 -5.870
H -4.970 1.164 -5.541
C -0.622 6.665 -3.172
O 0.513 6.007 -3.785
C 0.649 4.669 -3.463
O 0.041 4.002 -2.614
O 1.592 4.208 -4.307
C 2.126 2.910 -4.230
H -0.635 7.755 -3.138
H -0.671 6.383 -2.120
H -1.542 6.425 -3.705
H 2.599 2.693 -5.187
H 1.333 2.211 -3.967
H 2.859 2.881 -3.423
C 4.113 -3.061 5.204
O 4.177 -1.974 4.281
C 3.523 -0.834 4.445
O 2.787 -0.548 5.358
O 3.838 -0.050 3.399
C 3.402 1.290 3.387
H 3.145 -3.562 5.192
H 4.365 -2.720 6.208
H 4.806 -3.829 4.861
H 2.397 1.609 3.663
H 3.564 1.662 2.376
H 4.078 1.950 3.930

---

88
Properties=species:S:1:pos:R:3 method="wB97M-V/def2-TZVPD" homo_energy_ev="-6.4 / -8.5" orbital_gap_ha="0.2514 / 0.3256" lumo_ev="0.4 / 0.4" multiplicity=2 relative_energy_kcal_mol=21.3
C -1.536 -1.631 -3.574
C -1.082 -2.563 -2.506
H -1.031 -1.800 -4.533
H -1.322 -0.600 -3.248
H -2.628 -1.695 -3.719
C -0.434 -3.719 -2.739
C -0.026 -4.205 -4.082
H -0.284 -4.430 -1.921
H 0.095 -3.395 -4.814
H -0.752 -4.922 -4.489
H 0.930 -4.733 -4.005
Ti -0.145 0.651 0.062
Cl -2.337 1.039 0.621
Cl 0.426 2.097 -1.539
H 1.038 4.806 3.507
H -1.145 6.014 2.580
C 1.305 4.707 2.442
C -0.771 5.761 1.576
N 0.097 4.591 1.623
H 1.950 3.841 2.298
C -0.273 3.447 1.067
O 0.408 2.384 1.180
H -1.623 5.553 0.924
H -1.217 3.449 0.506
H 1.836 5.627 2.158
H -0.219 6.631 1.191
H 1.045 -1.254 -3.019
H 2.444 -3.625 -2.118
C 2.026 -0.854 -2.716
C 3.181 -2.866 -1.815
N 2.519 -1.590 -1.546
H 1.927 0.217 -2.501
C 2.415 -1.139 -0.294
O 1.741 -0.111 0.032
H 3.695 -3.202 -0.907
H 2.975 -1.700 0.472
H 2.727 -1.025 -3.542
H 3.902 -2.743 -2.632
O -0.691 -0.806 -0.973
C -1.408 -2.032 -1.116
C 0.154 -3.407 0.346
C -1.146 -3.035 0.006
H 0.984 -3.021 -0.261
C 0.370 -4.333 1.373
H -2.485 -1.788 -1.113
C -2.238 -3.645 0.642
H 1.394 -4.620 1.635
C -0.715 -4.917 2.027
C -2.020 -4.589 1.643
H -3.246 -3.385 0.308
H -0.548 -5.647 2.824
H -2.870 -5.074 2.119
Si -0.649 3.678 -3.904
Cl -1.105 1.598 -4.143
C 1.193 4.045 -3.707
C -1.812 4.334 -2.598
C -1.061 4.572 -5.535
H 1.805 3.262 -3.239
H 1.306 4.959 -3.108
H 1.611 4.255 -4.704
H -0.279 4.351 -6.273
H -1.081 5.661 -5.384
H -2.041 4.257 -5.913
H -1.836 3.747 -1.674
H -2.830 4.373 -3.015
H -1.518 5.365 -2.354
C -0.060 0.923 3.409
N -0.015 -0.216 2.440
C -1.164 -1.114 2.788
N -1.129 -1.574 4.192
C -1.153 -0.396 5.092
N -0.008 0.499 4.824
C 1.246 -0.262 5.022
N 1.307 -1.442 4.126
C 1.227 -0.984 2.724
C 0.143 -2.296 4.433
H -0.998 1.467 3.248
H 0.811 1.567 3.233
H -1.124 -1.997 2.143
H -2.091 -0.570 2.594
H -1.094 -0.746 6.133
H -2.085 0.160 4.929
H 2.100 0.397 4.806
H 1.295 -0.608 6.067
H 1.249 -1.878 2.082
H 2.092 -0.341 2.516
H 0.186 -2.563 5.500
H 0.175 -3.201 3.810

---

11
Properties=species:S:1:pos:R:3 method="wB97M-V/def2-TZVPD" homo_energy_ev="-9.3 / -10.4" orbital_gap_ha="0.3105 / 0.3262" lumo_ev="-0.9 / -1.5" multiplicity=1 relative_energy_kcal_mol=96.3
C -0.675 -0.528 -1.457
C -1.471 -0.031 -0.241
C 0.435 -0.723 0.335
N 0.520 -0.863 -1.025
N -0.808 -0.218 0.837
N 1.271 1.259 0.808
H -0.880 -0.568 -2.471
H -2.372 0.544 -0.386
H 1.129 -1.145 1.068
H 2.268 1.130 1.049
H 0.584 1.142 1.482

---

13
Properties=species:S:1:pos:R:3 method="wB97M-V/def2-TZVPD" homo_energy_ev=-9.3 orbital_gap_ha=0.3309 lumo_ev=-0.3 multiplicity=1 relative_energy_kcal_mol=101.6 smiles="CC(C)(O)N=O"
C -0.598 0.901 0.852
C 0.222 -0.061 -0.102
C -0.324 -1.403 -0.398
O 1.625 -0.109 0.317
N 0.001 0.792 -1.317
O 0.719 1.788 -1.452
H -0.111 1.843 0.852
H -1.560 0.855 0.308
H -0.619 0.319 1.849
H -1.229 -1.680 0.004
H 0.393 -2.198 0.151
H -0.349 -1.825 -1.439
H 1.830 0.778 0.376

---

19
Properties=species:S:1:pos:R:3 method="wB97M-V/def2-TZVPD" total_charge=+1 homo_energy_ev="-10.5 / -14.0" orbital_gap_ha="0.2734 / 0.2492" lumo_ev="-3.1 / -7.2" multiplicity=3
C 0.303 -0.451 -0.104
C 0.513 -1.948 -0.401
C 1.753 2.183 0.178
C -2.290 -0.445 0.274
N -3.140 0.602 0.139
O -0.754 0.174 -0.060
O 2.958 -0.050 -0.446
P 1.782 0.402 0.645
H 0.856 -2.329 0.653
H 1.304 -2.083 -1.120
H -0.402 -2.440 -0.784
H 1.858 2.232 -0.969
H 0.757 2.588 0.618
H 2.505 2.613 0.695
H -2.377 -1.197 -0.491
H -2.204 -0.803 1.306
H 3.312 -1.016 -0.331
H -2.860 1.340 0.781
H -3.875 0.628 -0.583